Entry 1:
Below is a molecular structure, C32H56HgN3OP2, with properties calculated with ωB97M-V with the def2-TZVPD basis set.

Output
Frontier orbital gap   5.995 eV
Total charge   +1
Highest occupied orbital energy   -8.72 eV

Cartesian coordinates (Å):
Hg 0.1811 0.1436 0.1395
P 0.5853 -2.3658 0.0348
P 0.4586 2.5260 -0.8927
O 2.1978 1.0527 3.1971
N -3.2989 -0.8227 -2.1068
N 1.7261 -0.1128 -1.7942
N -1.1883 -0.0848 2.4388
C -1.8198 3.5339 -2.2322
C 1.0166 2.0622 -2.5277
C -0.5199 -3.4615 -1.0484
C 1.6630 4.3084 0.9839
C -0.3884 -3.5905 2.3636
C 1.6598 0.8214 -2.7977
C -1.3326 4.6334 -0.0396
C 3.0266 -0.6562 -4.1634
C 2.2586 1.3117 2.0800
C -0.3729 -3.0149 -2.5159
C -2.5253 -1.4889 -5.4517
C -1.3936 0.0567 3.5774
C -1.3117 3.3049 -0.8077
C -1.9859 -3.2897 -0.6003
C 1.8138 3.7981 -0.4612
C -3.1411 -0.6296 -3.2454
C 1.8845 -4.3733 1.5632
C -2.2632 2.3382 -0.0628
C -4.4296 0.1203 -5.1373
C -0.4855 0.9956 5.6872
C -1.6640 0.2997 4.9748
C -2.0630 0.9473 -4.8734
C 1.8008 4.9849 -1.4437
C 1.6114 -2.1285 2.5845
C -0.1213 -4.9467 -0.9541
C 3.1146 -1.5415 -3.0825
C 3.1651 3.0716 -0.5855
C 0.9316 -3.1769 1.6916
C 2.2297 -2.3233 -0.8171
C 2.3596 -1.2711 -1.9349
C 2.2815 0.5088 -4.0414
C -3.0132 -0.2503 -4.6974
H -1.1794 4.2221 -2.8014
H 2.7928 5.4605 -1.4098
H 1.6174 4.6848 -2.4812
H -5.1166 -0.7089 -4.9283
H -0.7300 5.4100 -0.5266
H 2.5400 -1.7433 2.1440
H -2.5554 1.8758 -4.5483
H 1.0705 5.7573 -1.1760
H 3.5503 -0.8870 -5.0875
H 1.0839 2.8148 -3.3196
H -3.1937 2.8764 0.1761
H -2.5679 0.9257 5.0320
H -2.2670 -2.2384 -0.4658
H -1.7875 1.0670 -5.9286
H 0.8510 5.0345 1.0826
H -0.5930 0.9306 6.7725
H -1.0852 -2.7436 2.4393
H 0.9357 -1.2931 2.7927
H -2.2141 -3.8386 0.3202
H -2.8236 3.9906 -2.1848
H 0.4813 0.5496 5.4170
H 2.5842 4.8358 1.2684
H 1.4445 -5.2128 1.0179
H -0.5784 -1.9427 -2.6380
H 2.4777 -3.3195 -1.2166
H -1.1024 -3.5655 -3.1323
H 3.3411 2.7440 -1.6166
H -1.8939 2.5881 -2.7810
H -0.8855 -4.4283 1.8578
H 3.2209 2.2062 0.0894
H -2.3705 5.0011 -0.0173
H -2.6474 -3.6879 -1.3826
H -1.8247 1.9990 0.8867
H -2.5299 -1.2964 -6.5318
H -2.5181 1.4513 -0.6622
H -0.4464 2.0569 5.4131
H 0.6264 -3.2465 -2.9126
H 2.8296 -4.0940 1.0808
H 1.8681 -2.5981 3.5462
H 2.1989 1.2414 -4.8373
H 0.9482 -5.1023 -1.1599
H 3.6890 -2.4671 -3.1162
H -1.0227 4.4948 1.0034
H -0.3845 -5.3935 0.0152
H -4.7914 0.9960 -4.5814
H 2.1169 -4.7244 2.5787
H -0.6810 -5.5048 -1.7228
H -0.1538 -3.9251 3.3860
H 2.9834 -2.1049 -0.0444
H -1.1242 0.8280 -4.3207
H -4.4738 0.3403 -6.2127
H 3.9629 3.7812 -0.3142
H 1.5104 3.4869 1.6966
H -1.9079 -0.6663 5.4431
H -3.1803 -2.3458 -5.2361
H -1.5147 -1.7670 -5.1320

Cartesian forces, eV/Å:
0.5 0.6 -0.9
0.2 -0.3 -0.3
0.1 -0.2 -1.2
0.2 0.8 -2.6
0.4 0.3 -1.9
-0.3 -0.4 0.1
-0.4 0.2 2.2
-0.2 0.1 -0.1
-0.5 -0.6 0.1
-0.2 0.0 0.2
0.2 0.3 0.0
0.0 -0.1 0.1
-0.2 0.3 0.8
-0.2 0.1 0.0
-0.3 0.8 0.2
-0.1 -1.0 3.0
0.1 0.1 0.0
0.1 -0.3 0.1
0.3 0.0 -2.5
0.2 -0.1 0.0
-0.1 0.0 0.0
-0.3 0.0 0.8
0.0 0.5 1.3
0.0 -0.2 0.1
0.2 0.0 -0.1
-0.5 0.0 0.0
0.3 0.1 -0.1
-0.2 0.0 0.8
0.1 0.1 0.1
0.0 0.1 0.0
0.0 0.1 0.0
0.0 -0.1 -0.1
-0.4 -0.8 0.8
0.0 -0.1 -0.1
0.0 0.1 0.0
0.3 0.3 -0.1
0.4 -0.1 -1.0
0.3 -0.4 0.1
-0.1 -0.2 0.4
-0.1 -0.2 0.1
-0.2 -0.1 0.0
0.1 0.0 0.2
0.1 0.2 -0.1
-0.1 -0.3 0.3
-0.1 -0.1 0.1
0.2 -0.3 -0.1
0.2 -0.2 0.0
-0.1 0.1 0.1
-0.2 -0.2 0.4
0.2 -0.2 -0.1
0.2 -0.2 0.0
0.1 -0.3 0.0
-0.2 -0.1 0.1
0.3 -0.3 0.0
-0.1 0.0 -0.2
0.1 -0.3 -0.1
0.2 -0.1 -0.1
0.1 0.2 -0.2
0.3 -0.2 0.0
-0.3 0.0 0.1
-0.1 -0.1 0.0
0.2 0.2 0.1
0.1 -0.2 0.0
-0.1 0.3 0.1
0.2 0.1 0.3
0.0 0.0 0.3
0.1 0.3 0.2
0.2 0.3 0.1
0.1 0.3 -0.4
0.2 -0.1 -0.1
0.2 0.1 0.1
-0.2 0.2 -0.2
0.0 0.0 0.3
0.1 0.2 0.1
0.0 -0.3 0.0
-0.2 0.2 0.1
-0.2 -0.1 0.2
0.0 0.1 -0.3
0.1 -0.2 -0.1
-0.3 0.0 0.1
-0.1 0.2 -0.2
-0.1 0.1 -0.3
0.2 0.2 -0.3
0.1 -0.2 -0.2
0.0 0.0 -0.2
0.1 0.2 0.2
-0.1 0.1 -0.2
-0.2 0.0 -0.1
-0.2 0.0 0.0
0.2 0.0 0.3
-0.2 -0.2 0.0
0.0 0.3 -0.2
0.1 0.3 -0.1
0.1 0.2 -0.2
-0.1 0.1 -0.2

=====

Entry 2:
Below is a molecular structure, C9H25AsF6NaO10S3, with properties calculated with ωB97M-V with the def2-TZVPD basis set.

Output
Frontier orbital gap (alpha / beta)   11.197 / 8.331 eV
<S²>   0.753
2S+1   2
Highest occupied orbital energy (alpha / beta)   -11.31 / -11.31 eV

Cartesian coordinates (Å):
As 1.3744 1.8861 1.6025
S -3.7301 -0.5575 0.7677
S -1.1901 0.4369 -3.2909
S 3.2961 -2.3803 1.2683
Na -0.3019 -0.6795 -0.1505
F 1.2687 0.1806 2.1343
F 1.3832 3.6001 0.9643
F 0.5077 2.6171 3.0786
F 2.9173 2.0485 2.4989
F 2.2232 1.3934 0.1111
F -0.1716 1.6235 0.7797
O -4.9369 -0.8542 1.9959
O -2.3930 -0.8176 1.3316
O -2.2219 -0.5693 -3.4776
O 2.3467 -1.6474 0.4151
O 2.8200 -3.4822 2.0767
O 4.6065 -2.8876 0.4317
O -0.0369 0.0822 -2.4539
O -1.3094 -2.6284 -1.3982
O -4.0815 -1.2774 -0.4613
O -1.8670 1.8245 -2.6057
C 4.1924 -1.2775 2.4459
C 6.0185 -2.8709 -1.5515
C -4.0049 1.2965 0.4745
C 5.1628 -2.0564 -0.5464
C -0.5368 1.1799 -4.9327
C -1.1096 3.0264 -2.4635
C -4.2819 -2.3283 3.7768
C -1.6476 4.1244 -1.5441
C -4.6112 -0.9018 3.3535
H 3.6120 -1.1207 3.3551
H -0.3485 -2.4553 -1.4340
H 6.7488 -3.5065 -1.0507
H -4.9843 1.3841 0.0042
H -1.3154 5.0407 -2.0321
H -1.3429 1.7658 -5.3742
H -4.1108 -2.4145 4.8499
H 5.8076 -1.2868 -0.1222
H 4.3376 -1.6063 -1.0983
H -0.7705 3.4707 -3.3993
H -5.0879 -3.0508 3.6482
H -2.7242 4.2920 -1.5755
H 5.0984 -1.7255 2.8539
H -3.2572 1.7989 -0.1392
H -0.1362 2.7251 -2.0764
H -3.4143 -2.7396 3.2610
H -1.1740 4.0608 -0.5644
H 0.2952 1.8575 -4.7408
H 6.6582 -2.1806 -2.1014
H -3.9980 1.7311 1.4742
H 5.4588 -3.5358 -2.2093
H -0.3359 0.3710 -5.6351
H -3.7967 -0.1952 3.5127
H -5.3417 -0.4424 4.0195
H 4.4363 -0.3415 1.9432

Cartesian forces, eV/Å:
0.7 2.3 1.4
-0.3 -0.2 -0.3
0.3 1.3 -0.1
0.2 0.8 1.5
0.3 0.7 0.7
-0.2 1.4 -0.3
0.2 -2.1 0.6
1.0 -1.7 -2.1
-1.5 -0.2 -1.1
-0.7 0.2 1.2
0.2 -0.2 0.0
0.6 0.6 -3.7
-1.7 0.6 -0.6
1.3 2.2 0.1
1.7 -1.4 0.8
0.5 0.7 -1.5
-1.6 -0.9 1.2
-1.2 0.3 -0.7
0.1 0.0 0.2
0.1 1.3 2.6
-0.8 -2.1 -1.0
-0.4 0.1 -0.2
0.2 0.0 0.8
-0.2 -1.2 0.8
0.5 0.2 -2.1
-1.1 -0.5 1.0
2.3 0.1 0.3
0.0 -0.3 0.5
0.0 0.0 -0.9
1.7 -0.1 1.3
-0.6 0.2 -0.5
0.1 -0.4 -0.4
-0.1 -0.1 0.4
0.0 -0.2 0.2
0.4 0.2 0.3
-0.2 -0.1 0.3
0.3 0.4 0.1
-0.2 0.1 0.3
0.1 0.4 0.0
-1.0 -0.2 -0.7
-0.3 0.3 -0.5
-0.1 -0.6 0.4
0.0 -0.5 -0.7
0.3 -0.7 0.0
0.1 -0.1 0.5
0.1 0.2 0.0
-0.6 0.0 0.1
0.1 -0.5 0.2
-0.4 0.1 -0.3
-0.1 0.0 -0.1
-0.2 0.3 0.0
0.3 -0.1 0.4
0.7 -0.4 0.2
-0.9 -0.2 -0.7
-0.2 0.0 0.1

=====

Entry 3:
Below is a molecular structure, C45H48CsN5O2P2S2, with properties calculated with ωB97M-V with the def2-TZVPD basis set.

Output
Frontier orbital gap   5.536 eV
Total charge   -2
Relative energy (zero: lowest compared OMol25 entry of this formula, charge and spin)   66.62 kJ/mol
Highest occupied orbital energy   -2.25 eV

Cartesian coordinates (Å):
Cs 0.1296 0.1827 -0.6284
S -1.9190 -0.7322 -3.2889
S -1.4703 -2.6847 -6.0840
P -2.2269 -2.1115 0.9422
P -1.7281 -0.8920 -5.2635
O -0.6139 0.2918 5.0166
O 1.4211 2.4219 -1.6169
N -1.2980 1.9755 1.5449
N 1.1622 -2.9465 -1.7498
N 2.5192 -3.5916 0.1092
N -1.6331 3.2705 -1.0244
N 1.8731 -2.7787 0.7790
C 1.5578 1.9870 -6.7773
C 0.0585 0.1428 -7.1504
C -4.0015 -1.6400 0.7179
C -0.5807 1.5592 5.1011
C -2.5534 -2.3076 3.7420
C -0.9106 2.4083 3.9864
C 1.0236 1.0187 -7.6210
C -2.0388 -3.4259 -0.3417
C -0.1758 2.2412 6.2942
C 0.0473 4.0201 -2.7050
C -4.3139 -0.2523 1.2807
C 3.1458 -3.7162 4.1595
C -0.0448 5.0883 -3.5853
C -1.1944 3.3634 -2.2106
C 2.9965 -3.7361 2.7858
C 2.4150 -2.8166 4.9345
C -4.7139 1.8015 -6.0620
C 3.2056 -4.1379 -2.1172
C -0.9184 3.9294 0.0606
C -5.3066 1.2994 -7.2147
C -0.8826 3.7948 4.1128
C 1.1283 2.0740 -5.4622
C -2.2675 -3.1275 2.4849
C 1.3756 -1.9514 2.9591
C -1.4380 1.7302 2.7879
C 2.4567 4.1534 -2.8671
C 2.2667 -3.5259 -1.3012
C -0.4964 4.4193 5.2891
C 1.3208 3.4690 -2.3397
C 2.3344 5.2367 -3.7131
C 2.1019 -2.8480 2.1879
C 0.9453 -2.9640 -3.0619
C 1.8308 -3.5351 -3.9710
C -4.8361 0.1199 -7.7719
C -0.3296 2.9526 1.0754
C 1.0827 5.7198 -4.0975
C 0.1568 1.1961 -4.9934
C -3.1758 -0.0559 -6.0340
C -0.1352 3.6145 6.3747
C 2.9846 -4.1249 -3.4868
C -0.3871 0.2299 -5.8320
C -3.7720 -0.5545 -7.1843
C 1.5301 -1.9300 4.3410
C -3.0521 -4.5660 -0.3630
C -3.6572 1.1253 -5.4734
H -2.9961 -3.9386 2.3850
H -4.2050 -0.2254 2.3661
H 3.6997 -4.5806 -4.1610
H 0.0232 -2.5107 -3.4044
H 0.0921 1.6255 7.1464
H 0.6843 -1.2646 2.4829
H 0.4678 2.4118 0.5594
H -0.1720 1.2537 -3.9626
H -5.2993 -0.2808 -8.6662
H 4.0751 -4.6011 -1.6711
H -3.2071 1.4981 -4.5608
H 2.3148 2.6712 -7.1428
H -1.8197 2.8874 -2.9745
H -3.3959 -1.4807 -7.6022
H -1.2018 4.4021 3.2717
H 3.2325 5.7133 -4.0955
H -1.0325 5.4382 -3.8746
H 3.5569 -4.4219 2.1663
H -2.0453 -2.9037 -1.3036
H -0.4855 5.4993 5.3659
H 3.8402 -4.4000 4.6338
H 2.5474 -2.8031 6.0099
H 0.9902 6.5589 -4.7754
H -2.4721 -2.9302 4.6367
H 1.3652 0.9426 -8.6472
H -5.3376 0.0464 1.0414
H 3.4327 3.7693 -2.5918
H -3.6339 0.4978 0.8713
H -4.0717 -4.1900 -0.4683
H -1.8668 -1.4671 3.8648
H -1.6538 4.5603 0.5722
H 0.1756 4.0817 7.3054
H 1.5828 -3.5095 -5.0235
H -4.1704 -1.6375 -0.3638
H -2.8616 -5.2309 -1.2086
H -0.1051 4.5705 -0.2986
H -6.1366 1.8253 -7.6722
H 1.5440 2.8192 -4.7948
H -3.0101 -5.1673 0.5473
H -0.3483 -0.6292 -7.7926
H 0.9650 -1.1975 4.9097
H -2.0855 0.8826 3.0233
H 0.1549 3.5226 1.8716
H -5.0799 2.7185 -5.6160
H -3.5681 -1.9034 3.7213
H -1.2779 -3.5913 2.5606
H -4.6636 -2.4006 1.1456
H -1.0201 -3.8096 -0.2333

Cartesian forces, eV/Å:
-0.1 -0.6 -0.2
-0.2 0.0 0.0
0.0 0.0 0.0
0.1 -0.1 0.1
0.1 0.0 0.0
0.0 -0.1 0.0
0.1 0.1 0.0
0.3 -0.2 0.0
0.0 0.0 0.0
0.0 0.0 0.0
0.0 0.0 0.0
0.0 0.1 0.0
0.0 0.0 0.0
0.0 0.0 0.0
0.0 0.0 0.0
0.2 -0.1 -0.1
0.0 0.0 0.0
-0.1 0.0 0.0
0.0 0.0 0.0
0.0 0.0 0.0
-0.1 0.0 0.0
0.0 0.0 0.0
0.0 0.0 0.0
0.0 0.0 0.0
0.0 0.0 0.0
0.0 0.0 0.0
0.0 0.0 0.0
0.0 0.0 0.0
0.0 0.0 0.0
0.0 0.0 0.0
0.0 0.0 0.0
0.0 0.0 0.0
0.0 0.0 0.0
0.0 0.0 0.0
0.0 0.0 0.0
0.0 0.0 0.0
-0.2 0.2 0.1
0.0 0.0 0.1
0.0 0.0 0.0
0.0 0.0 0.0
0.0 0.1 0.0
0.0 0.0 0.0
0.0 0.0 0.0
0.0 0.0 0.0
0.0 0.0 0.0
0.0 0.0 0.0
0.0 0.1 0.1
0.0 0.0 0.0
0.0 0.0 0.0
0.0 0.0 0.0
0.0 0.0 0.0
0.0 0.0 0.0
0.0 0.0 0.0
0.0 0.0 0.0
0.0 0.1 0.0
0.0 0.0 0.0
0.0 0.0 0.0
0.0 0.0 0.0
0.0 0.0 0.0
0.0 0.0 0.0
0.0 0.0 0.0
0.0 0.0 0.0
0.0 0.0 0.0
0.0 0.3 0.1
0.0 0.0 0.0
0.0 0.0 0.0
0.0 0.0 0.0
0.0 0.0 0.0
0.0 0.0 0.0
0.0 0.0 0.0
0.0 0.0 0.0
0.0 0.0 0.0
0.0 0.0 0.0
0.0 0.0 0.0
0.0 0.0 0.0
0.0 0.0 0.0
0.0 0.0 0.0
0.0 0.0 0.0
0.0 0.0 0.0
0.0 0.0 0.0
0.0 0.0 0.0
0.0 0.0 0.0
0.0 0.0 0.0
0.0 0.0 0.0
0.0 0.0 0.0
0.0 0.0 0.0
0.0 0.0 0.0
0.0 0.0 0.0
0.0 0.0 0.0
0.0 0.0 0.0
0.0 0.0 0.0
0.0 0.0 0.0
0.0 0.0 0.0
0.0 0.0 0.0
0.0 0.0 -0.1
0.0 0.0 0.0
0.0 0.0 0.0
-0.1 0.0 0.0
0.0 0.0 0.0
0.0 0.0 0.0
0.0 0.0 0.0
0.0 0.0 0.0
0.0 0.0 0.0
0.0 0.0 0.0
0.0 0.0 0.0